Entry 1:
DFT (wB97M-V/def2-TZVPD) results for C6H23AlB2NO2 as an isolated structure.

Maximum force: 4.0 eV Å⁻¹
Net charge: +1
E_tot: -20112.670 eV
Lowest unoccupied orbital energy: -8.99 eV
2S+1: 1
Relative energy (zero: lowest compared OMol25 entry of this formula, charge and spin): 3.278 eV

Last column: natural (NBO) charge in e.
Geometry (Å):
Al: 1.267 -1.696 1.158  1.65
B: 4.019 -0.951 1.130  -0.85
H: 3.833 -1.966 0.629  0.03
H: 3.387 -0.145 0.623  0.04
H: 3.701 -1.039 2.221  0.02
H: 5.108 -0.652 0.998  0.22
B: -1.160 -3.305 1.406  -0.79
H: -2.065 -3.993 1.350  0.23
H: -1.622 -2.298 1.674  0.04
H: -0.356 -3.655 2.134  0.01
H: -0.614 -3.299 0.396  0.01
C: -3.234 3.372 1.310  -0.26
O: -2.391 2.241 0.978  -0.57
C: -2.935 1.232 0.187  -0.06
C: -1.994 0.008 0.224  -0.26
N: -0.573 0.313 -0.034  -0.55
C: -0.370 0.382 -1.505  -0.27
C: 1.096 0.548 -1.881  -0.08
O: 1.927 -0.458 -1.282  -0.57
C: 3.276 -0.344 -1.844  -0.26
H: -3.614 3.812 0.386  0.18
H: -2.625 4.198 1.678  0.21
H: -3.974 3.168 2.082  0.20
H: -2.980 1.519 -0.870  0.16
H: -3.938 0.954 0.516  0.20
H: -2.395 -0.736 -0.464  0.22
H: -2.047 -0.454 1.212  0.23
H: -0.524 1.322 0.111  0.42
H: -0.886 1.261 -1.905  0.22
H: -0.869 -0.403 -2.074  0.22
H: 1.473 1.534 -1.602  0.19
H: 1.150 0.482 -2.970  0.20
H: 3.765 0.625 -1.725  0.20
H: 3.248 -0.520 -2.920  0.20
H: 3.914 -1.055 -1.327  0.22



Entry 2:
DFT (wB97M-V/def2-TZVPD) results for a 2-piece molecular cluster, C6H10O overall.

Maximum force: 3.3 eV Å⁻¹
E_tot: -8426.674 eV
Lowest unoccupied orbital energy: 1.03 eV
2S+1: 1
Relative energy (zero: lowest compared OMol25 entry of this formula, charge and spin): 4.567 eV

Last column: natural (NBO) charge in e.
Geometry (Å):
C: -0.610 -1.124 -1.284  -0.62
C: 0.277 -0.882 -0.078  -0.20
C: 1.458 0.112 -0.260  -0.44
C: 0.943 0.915 0.943  0.11
O: 0.029 1.980 0.580  -0.51
C: -1.091 1.158 0.785  -0.04
C: -0.248 -0.054 1.147  -0.28
H: -1.509 -1.692 -1.018  0.21
H: -0.053 -1.688 -2.039  0.21
H: -0.935 -0.182 -1.737  0.22
H: 0.642 -1.840 0.303  0.21
H: 2.447 -0.338 -0.122  0.21
H: 1.458 0.685 -1.193  0.22
H: 1.649 1.236 1.716  0.19
H: -1.907 0.877 -0.432  0.02
H: -2.117 1.450 0.620  0.26
H: -0.433 -0.613 2.069  0.22



Entry 3:
DFT (wB97M-V/def2-TZVPD) results for C48H39N9O5S2Sn as an isolated structure.

Maximum force: 1.5 eV Å⁻¹
Net charge: -2
E_tot: -101561.909 eV
Lowest unoccupied orbital energy: 3.87 eV
2S+1: 1
Relative energy (zero: lowest compared OMol25 entry of this formula, charge and spin): 0.825 eV

Last column: Mulliken charge in e.
Geometry (Å):
Sn: 1.266 1.389 1.527  1.32
O: 4.310 2.706 -1.811  -0.76
C: 5.122 1.643 -1.742  0.41
C: 5.883 1.324 -2.870  -0.75
C: 6.737 0.240 -2.855  -0.27
C: 6.855 -0.551 -1.716  -0.76
C: 6.106 -0.240 -0.596  -0.48
C: 5.241 0.853 -0.579  0.36
C: 4.413 1.150 0.629  0.79
O: 3.571 2.103 0.567  -0.80
N: 4.680 0.408 1.699  -1.04
N: 3.753 0.524 2.660  0.80
C: 4.062 0.120 3.832  -1.12
C: 3.094 0.202 4.917  0.92
C: 3.506 -0.001 6.242  -0.94
C: 2.604 0.201 7.268  -0.19
C: 1.304 0.576 6.957  -0.86
C: 0.968 0.693 5.615  -0.15
N: 1.824 0.506 4.623  0.19
H: 3.818 2.712 -0.936  0.35
H: 5.775 1.941 -3.753  0.42
H: 7.310 0.002 -3.744  0.36
H: 7.519 -1.406 -1.711  0.37
H: 6.166 -0.836 0.304  0.41
H: 5.068 -0.247 4.055  0.20
H: 4.529 -0.293 6.445  0.38
H: 2.911 0.080 8.301  0.38
H: 0.573 0.776 7.729  0.39
H: -0.042 0.960 5.319  0.30
C: -5.313 -1.927 -3.402  -0.54
O: -4.728 -1.157 -4.426  -0.48
C: -3.379 -1.344 -4.641  0.88
C: -2.554 -2.097 -3.817  0.31
C: -1.212 -2.254 -4.136  -0.50
C: -0.675 -1.716 -5.309  -0.38
C: -1.515 -0.926 -6.102  -0.43
C: -2.843 -0.738 -5.772  -0.63
N: 0.547 -2.169 -5.837  -0.78
N: 1.554 -2.432 -5.122  -0.49
C: 1.742 -1.958 -3.848  0.28
C: 2.521 -2.777 -3.012  -0.12
C: 2.640 -2.558 -1.667  -0.96
C: 2.036 -1.427 -1.026  0.66
O: 1.949 -1.312 0.207  -0.80
C: 1.542 -0.379 -1.951  -0.17
N: 1.379 0.859 -1.440  0.71
C: 0.993 1.830 -2.236  -0.52
C: 0.747 1.643 -3.599  -1.55
C: 0.922 0.396 -4.140  -0.85
C: 1.330 -0.675 -3.320  1.07
H: -6.384 -1.735 -3.447  0.28
H: -4.940 -1.645 -2.413  0.06
H: -5.132 -2.997 -3.553  0.34
H: -2.936 -2.555 -2.915  0.32
H: -0.575 -2.847 -3.491  0.28
H: -1.108 -0.468 -6.996  0.36
H: -3.494 -0.135 -6.393  0.40
H: 2.943 -3.671 -3.461  0.39
H: 3.174 -3.256 -1.034  0.38
H: 0.895 2.810 -1.782  0.56
H: 0.448 2.482 -4.214  0.43
H: 0.802 0.241 -5.201  0.61
S: 0.986 3.525 3.041  -0.53
C: -0.413 4.427 2.472  0.44
C: -0.704 5.641 3.109  -0.70
C: -1.768 6.439 2.725  -0.49
C: -2.586 6.029 1.678  -0.72
C: -2.321 4.828 1.043  -0.60
C: -1.245 4.006 1.414  -0.07
S: -1.002 2.509 0.536  -0.17
H: -0.058 5.953 3.921  0.39
H: -1.953 7.378 3.237  0.32
H: -3.416 6.645 1.349  0.35
H: -2.946 4.496 0.223  0.38
C: -3.406 1.428 -0.812  -2.02
C: -3.421 0.000 -0.336  0.78
C: -2.268 -0.777 -0.364  0.31
C: -2.281 -2.095 0.066  0.67
C: -3.443 -2.652 0.583  -0.50
N: -3.450 -3.955 1.146  -0.05
C: -2.439 -4.569 1.841  0.14
O: -2.362 -5.787 1.923  -0.74
N: -1.520 -3.736 2.419  -0.01
C: -1.683 -2.368 2.722  -0.43
C: -2.851 -1.883 3.294  0.09
C: -2.989 -0.518 3.486  -1.14
C: -1.957 0.317 3.090  -0.62
N: -0.826 -0.159 2.584  0.82
C: -0.675 -1.462 2.417  -0.40
C: -4.613 -1.901 0.580  -0.29
C: -4.600 -0.595 0.112  -0.89
H: -2.385 1.790 -0.924  0.05
H: -3.909 2.081 -0.097  0.42
H: -3.920 1.517 -1.773  0.33
H: -1.340 -0.345 -0.721  -0.02
H: -1.373 -2.684 0.016  0.54
H: -4.181 -4.588 0.867  0.26
H: -0.622 -4.157 2.591  0.28
H: -3.650 -2.566 3.558  0.43
H: -3.894 -0.110 3.915  0.40
H: -2.033 1.398 3.148  0.49
H: 0.266 -1.779 1.967  0.43
H: -5.529 -2.339 0.961  0.39
H: -5.520 -0.021 0.117  0.33



Entry 4:
DFT (wB97M-V/def2-TZVPD) results for a 13-piece molecular cluster, C4H33NO14 overall.

Maximum force: 3.1 eV Å⁻¹
Net charge: -1
E_tot: -34837.868 eV
Lowest unoccupied orbital energy (alpha / beta): 2.46 / 2.45 eV
2S+1: 2
Relative energy (zero: lowest compared OMol25 entry of this formula, charge and spin): 0.000 eV

Last column: Mulliken spin population.
Geometry (Å):
O: 2.859 1.187 -0.676  0.21
C: 1.817 1.067 -1.416  0.85
C: 0.939 -0.200 -1.273  -0.21
C: 0.173 0.118 0.025  0.16
C: -0.885 -0.974 0.383  0.00
O: -1.597 -0.407 1.544  0.00
N: 1.789 -1.450 -1.292  0.06
H: 1.708 1.645 -2.370  -0.04
H: 0.148 -0.531 -1.951  0.02
H: -0.312 1.092 0.222  -0.04
H: 1.005 0.117 0.802  -0.02
H: -0.353 -1.841 0.715  0.00
H: -1.694 -1.075 -0.380  -0.01
H: -1.366 -0.925 2.331  0.00
H: 1.979 -1.757 -2.244  -0.04
H: 2.700 -1.241 -0.861  0.02
H: 0.243 3.138 0.857  0.01
H: 1.497 3.642 0.098  0.00
O: 0.657 3.190 -0.013  -0.01
H: -1.954 4.495 -1.277  0.00
H: -2.611 3.518 -2.236  0.00
O: -2.680 3.856 -1.338  0.00
H: -1.845 -1.729 -4.133  0.00
H: -2.176 -1.046 -2.866  0.00
O: -1.424 -1.567 -3.276  0.00
H: 2.045 1.960 3.871  0.00
H: 0.662 2.306 3.242  0.00
O: 1.609 2.578 3.280  0.00
H: 0.212 -2.207 4.386  0.00
H: 0.377 -2.110 2.818  0.00
O: -0.251 -2.187 3.547  0.00
H: 2.538 -2.156 1.407  0.00
H: 1.771 -3.135 0.592  0.00
O: 1.904 -2.884 1.520  0.00
H: -0.846 2.968 -3.695  0.00
H: 0.146 3.095 -2.641  0.02
O: -0.397 3.674 -3.210  0.01
H: -1.690 2.364 3.158  0.00
H: -0.940 1.245 2.328  0.00
O: -0.873 2.142 2.707  0.00
H: -3.298 -1.547 1.796  0.00
H: -3.511 -2.944 1.260  0.00
O: -4.004 -2.180 1.579  0.00
H: -3.076 -1.077 -1.106  0.00
H: -2.745 0.532 -1.447  0.00
O: -3.039 -0.343 -1.714  0.00
H: 4.644 -0.390 1.357  0.00
H: 3.367 0.130 0.422  -0.01
O: 3.788 -0.585 0.985  0.00
H: 1.705 -3.627 -1.557  0.00
H: 0.185 -3.835 -2.138  0.00
O: 1.100 -4.110 -2.123  0.00



Entry 5:
DFT (wB97M-V/def2-TZVPD) results for a single C2H2N4O molecule.

Structure (SMILES): Oc1nncnn1
Maximum force: 7.7 eV Å⁻¹
E_tot: -10110.081 eV
Lowest unoccupied orbital energy: -1.08 eV
2S+1: 1
Relative energy (zero: lowest compared OMol25 entry of this formula, charge and spin): 2.224 eV

Last column: natural (NBO) charge in e.
Geometry (Å):
C: -0.040 0.877 0.203  0.58
C: -0.097 -1.589 -0.450  0.14
H: 0.266 2.572 1.364  0.51
H: -0.400 -2.705 -0.635  0.21
N: 0.354 0.092 1.054  -0.24
N: 0.067 -1.160 0.823  -0.20
N: -0.207 -0.805 -1.546  -0.15
N: -0.129 0.461 -1.118  -0.20
O: 0.185 2.257 0.306  -0.66



Entry 6:
DFT (wB97M-V/def2-TZVPD) results for C15H54BNO23 as an isolated structure.

Maximum force: 16.3 eV Å⁻¹
E_tot: -65681.554 eV
Lowest unoccupied orbital energy: -0.61 eV
2S+1: 1
Relative energy (zero: lowest compared OMol25 entry of this formula, charge and spin): 5.380 eV

Last column: Mulliken charge in e.
Geometry (Å):
C: -1.036 0.975 3.316  -1.74
C: -0.886 0.291 1.974  0.33
C: -1.013 -1.317 2.083  -0.45
C: 0.287 -2.009 2.673  -0.98
N: -0.016 -3.397 3.196  0.98
C: 1.261 -3.786 3.907  -0.38
C: 2.439 -4.247 3.073  -1.38
C: 1.675 -4.498 1.712  -0.11
C: 0.184 -4.392 2.033  -0.67
C: -1.118 -3.603 4.112  -0.97
C: -2.522 -3.999 3.465  0.40
C: -3.640 -3.774 4.397  -1.81
H: -0.123 0.789 3.962  0.18
H: -2.117 0.614 3.616  0.31
H: -1.114 2.019 3.168  0.63
H: 0.112 0.552 1.601  -0.71
H: -1.571 0.837 1.470  0.66
H: -1.226 -1.625 1.139  0.69
H: -1.916 -1.449 2.691  0.22
H: 0.886 -1.346 3.467  0.06
H: 1.059 -1.946 1.880  0.48
H: 1.106 -4.611 4.830  0.31
H: 1.479 -2.780 4.631  0.43
H: 2.814 -4.907 3.488  0.74
H: 3.237 -3.511 2.892  0.33
H: 1.862 -5.571 1.241  0.40
H: 1.914 -3.767 0.875  0.02
H: -0.167 -5.486 2.201  0.54
H: -0.320 -3.938 1.196  0.31
H: -1.211 -2.715 4.826  0.25
H: -1.125 -4.403 4.869  0.51
H: -2.632 -4.876 2.883  0.53
H: -2.647 -3.336 2.499  -0.22
H: -3.714 -2.846 4.878  0.39
H: -3.635 -4.523 5.115  0.47
H: -4.537 -3.900 3.853  0.47
O: 1.824 3.365 0.158  -0.52
C: 1.106 2.758 -0.549  -0.11
O: 0.897 1.547 -0.317  -0.48
B: 0.287 0.973 -1.553  2.42
O: 0.283 2.166 -2.509  -0.54
C: 0.680 3.123 -1.883  0.46
O: 0.464 4.321 -2.272  -0.62
O: -0.981 0.385 -1.243  -0.85
C: -0.966 -0.802 -1.750  0.87
O: -1.902 -1.635 -1.636  -0.94
C: 0.398 -1.053 -2.283  0.58
O: 1.100 -0.095 -2.122  -0.86
O: 0.807 -2.081 -2.832  -1.01
O: -1.707 6.252 -0.592  -0.74
H: -0.784 6.708 -0.804  0.39
H: -1.803 5.578 -1.138  0.40
O: -3.374 -0.228 -3.709  -0.73
H: -2.804 0.528 -3.715  0.42
H: -4.024 -0.214 -2.969  0.31
O: 1.499 3.992 -5.243  -0.60
H: 1.941 3.407 -4.779  0.29
H: 0.972 4.624 -4.577  0.36
O: 4.043 4.650 1.330  -0.58
H: 3.714 4.032 0.763  0.34
H: 4.990 4.685 1.241  0.28
O: 0.076 -0.487 -5.019  -0.56
H: 1.053 -0.820 -5.189  0.22
H: -0.452 -1.220 -4.980  0.37
O: -1.314 1.855 -3.707  -0.89
H: -0.553 2.177 -3.204  0.76
H: -0.660 1.521 -4.412  0.23
O: 3.148 -2.843 -1.744  -0.62
H: 3.280 -3.780 -1.784  0.29
H: 2.351 -2.721 -2.197  0.45
O: 1.846 6.477 -3.711  -0.55
H: 2.479 5.925 -3.311  0.25
H: 2.582 7.049 -3.988  0.29
O: -3.959 -1.630 0.315  -0.65
H: -4.312 -2.619 0.153  0.32
H: -3.350 -1.285 -0.185  0.31
O: -2.388 4.293 -1.337  -0.63
H: -2.944 3.706 -0.844  0.22
H: -2.451 4.259 -2.316  0.30
O: 2.692 -3.607 -5.083  -0.63
H: 2.185 -2.720 -5.302  0.32
H: 3.503 -3.443 -4.639  0.30
O: 2.775 0.313 1.502  -0.64
H: 2.075 0.887 0.918  0.48
H: 2.543 0.548 2.407  0.28
O: -1.762 -2.425 -4.294  -0.70
H: -1.752 -2.931 -3.450  0.32
H: -2.134 -1.504 -3.937  0.39
O: 0.725 7.407 -0.930  -0.65
H: 0.765 8.308 -1.378  0.31
H: 1.004 6.915 -1.642  0.38
O: 1.151 4.113 2.901  -0.48
H: 1.869 3.880 2.439  0.25
H: 1.240 3.895 3.718  0.21



Entry 7:
DFT (wB97M-V/def2-TZVPD) results for C22H28IN2O2S4Ti as an isolated structure.

Maximum force: 0.3 eV Å⁻¹
Net charge: +2
E_tot: -104889.442 eV
Lowest unoccupied orbital energy (alpha / beta): -6.20 / -6.20 eV
2S+1: 2
Relative energy (zero: lowest compared OMol25 entry of this formula, charge and spin): 0.128 eV

Last column: Mulliken spin population.
Geometry (Å):
Ti: 0.069 0.022 0.161  1.08
C: 1.780 1.879 2.642  0.00
C: 2.854 0.800 2.481  0.00
S: 2.519 -0.193 1.009  -0.03
C: 2.992 -1.896 1.378  0.00
C: 2.187 -2.857 0.488  0.00
S: 1.097 -2.156 -0.787  -0.01
C: 2.103 -1.674 -2.226  0.01
C: 2.716 -0.282 -2.205  0.00
S: 1.456 0.986 -1.845  -0.01
C: 2.480 2.280 -1.060  0.01
C: 1.702 3.130 -0.063  0.00
S: 0.727 2.274 1.217  -0.02
H: 2.208 2.809 3.013  0.00
H: 1.029 1.554 3.364  0.00
H: 2.867 0.155 3.358  0.00
H: 3.842 1.241 2.371  0.00
H: 2.800 -2.109 2.429  0.00
H: 4.060 -1.997 1.197  0.00
H: 1.474 -3.413 1.097  0.00
H: 2.834 -3.590 0.007  0.00
H: 1.403 -1.774 -3.058  0.00
H: 2.876 -2.429 -2.375  0.00
H: 3.151 -0.071 -3.182  0.00
H: 3.497 -0.199 -1.451  0.00
H: 2.861 2.932 -1.846  0.00
H: 3.325 1.783 -0.588  0.00
H: 0.957 3.740 -0.576  0.00
H: 2.380 3.824 0.436  0.00
C: 0.204 -1.684 4.376  0.00
C: -0.630 -2.452 3.398  0.00
N: -1.071 -3.643 3.742  0.00
C: -1.866 -4.329 2.908  0.00
C: -2.269 -3.869 1.675  0.00
C: -3.175 -4.708 0.806  0.00
O: -4.343 -4.011 0.399  0.00
C: -1.775 -2.607 1.264  0.02
C: -2.173 -2.068 -0.021  0.02
N: -1.627 -1.056 -0.611  -0.02
C: -2.098 -0.741 -1.924  -0.01
C: -2.298 -1.727 -2.886  -0.02
C: -2.750 -1.375 -4.150  0.00
C: -2.996 -0.048 -4.466  0.00
C: -2.783 0.948 -3.521  0.00
C: -2.330 0.586 -2.265  0.00
I: -1.993 2.005 -0.786  0.00
C: -0.945 -1.895 2.137  -0.01
O: -0.455 -0.701 1.826  0.00
H: 0.418 -2.311 5.237  0.00
H: -0.323 -0.789 4.712  0.00
H: 1.143 -1.354 3.925  0.00
H: -2.197 -5.297 3.266  0.00
H: -3.421 -5.632 1.332  0.00
H: -2.661 -4.999 -0.113  0.00
H: -5.000 -4.043 1.103  0.00
H: -3.008 -2.563 -0.513  0.00
H: -2.094 -2.763 -2.649  0.00
H: -2.910 -2.146 -4.891  0.00
H: -3.350 0.220 -5.451  0.00
H: -2.975 1.984 -3.764  0.00



Entry 8:
DFT (wB97M-V/def2-TZVPD) results for a single C4H9NO2 molecule.

Structure (SMILES): C[C@@H](CO)NC=O
Maximum force: 1.7 eV Å⁻¹
E_tot: -9878.851 eV
Lowest unoccupied orbital energy: 0.87 eV
2S+1: 1
Relative energy (zero: lowest compared OMol25 entry of this formula, charge and spin): 1.209 eV

Last column: natural (NBO) charge in e.
Geometry (Å):
C: -0.300 -1.709 -0.673  -0.62
C: 0.240 -0.448 -0.007  -0.07
C: 1.037 0.401 -1.004  -0.07
O: 1.582 1.550 -0.403  -0.71
N: -0.823 0.348 0.615  -0.65
C: -0.822 1.014 1.789  0.52
O: -1.817 1.666 2.067  -0.63
H: -0.818 -2.346 0.047  0.22
H: 0.517 -2.289 -1.122  0.22
H: -1.005 -1.448 -1.469  0.21
H: 0.934 -0.732 0.799  0.21
H: 1.884 -0.177 -1.391  0.19
H: 0.385 0.651 -1.858  0.16
H: 0.840 2.119 -0.161  0.47
H: -1.763 0.618 0.295  0.42
H: 0.065 0.937 2.436  0.13